ORCA calculation (ωB97M-V/def2-TZVPD) on a structure of composition C3H4AlO3.

Last column: Löwdin spin population.
Geometry (Å):
H 1.65539 -1.81954 -1.58730  0.015
C -1.20716 0.38540 0.27811  0.026
H -2.88359 0.95407 -0.38020  0.001
H 2.92667 -0.62975 -0.95128  0.009
C 1.32392 -1.03705 0.42107  0.105
C 1.91461 -1.04961 -0.84018  0.158
H 1.60695 -1.85562 1.10525  0.013
O -0.68202 -0.36016 1.14808  0.013
O -2.50274 0.16525 0.02503  0.005
O -0.54021 1.14275 -0.46111  0.106
Al 1.00710 0.81729 0.67427  0.550

Results
spin multiplicity = 2
frontier orbital gap (alpha / beta) = 7.33 / 6.60 eV
HOMO level (alpha / beta) = -7.276 / -7.830 eV


ORCA calculation (ωB97M-V/def2-TZVPD) on a cluster of 2 separate species, C3H4BNO2 in total.

Last column: Mulliken charge in e.
Geometry (Å):
H 0.77278 -1.32593 2.12696  0.249
C 1.24251 -0.66654 1.52009  -0.546
O -3.18160 0.27245 -1.01483  -0.585
C 0.03660 0.56302 -0.39252  0.686
H -1.66156 -0.99705 1.23579  0.304
H 2.24350 -0.27270 1.62421  0.254
B -2.98293 -0.41859 -0.04678  0.677
N -0.39978 0.97819 -1.43937  -0.571
H -1.44928 0.94649 -1.65687  0.444
O -2.59207 -1.16630 0.93505  -0.449
C 0.43961 -0.19372 0.56233  -0.463

Results
SMILES = C=C=C=N.O=BO
spin multiplicity = 1
frontier orbital gap = 8.69 eV
HOMO level = -9.069 eV


ORCA calculation (ωB97M-V/def2-TZVPD) on a structure of composition C3H4BeMgO4.

Last column: Löwdin spin population.
Geometry (Å):
O -1.22695 -0.55661 0.37133  0.014
C 2.23575 -0.13533 -0.73491  0.036
O -0.91340 1.77819 0.35622  0.016
H -0.32169 0.44166 -1.24467  0.004
Mg 4.47241 -0.62280 -1.23717  0.654
H 1.08776 0.12241 -0.50415  0.010
H -3.29898 -0.69190 0.49744  0.001
O 3.06817 0.80228 -0.88351  0.110
O 2.60526 -1.33200 -0.89337  0.110
C -0.78125 0.60196 -0.25828  0.041
C -2.44773 -0.43364 1.15616  0.001
Be -2.09072 1.25282 1.45899  0.002
H -2.38862 -1.22703 1.91592  0.000

Results
total charge = +1
spin multiplicity = 2
frontier orbital gap (alpha / beta) = 3.29 / 8.70 eV
HOMO level (alpha / beta) = -9.012 / -14.384 eV


ORCA calculation (ωB97M-V/def2-TZVPD) on a cluster of 2 separate species, C3H4Br2 in total.

Last column: Mulliken charge in e.
Geometry (Å):
Br 2.19451 -1.34662 1.38060  -0.053
H -1.51248 -0.58230 -0.99293  0.465
H 0.93329 1.68260 -0.58084  0.217
H -3.05555 0.12174 -0.39815  0.306
C 1.72117 0.95064 -0.32494  -0.371
H 2.75852 1.19849 -0.62812  0.279
C -2.19546 -0.54273 -0.24918  -0.729
C 1.30855 -0.04177 0.47301  -0.074
Br -2.15256 -1.44005 1.32055  -0.040

Results
spin multiplicity = 1
frontier orbital gap (alpha / beta) = 9.14 / 7.28 eV
HOMO level (alpha / beta) = -9.162 / -8.219 eV


ORCA calculation (ωB97M-V/def2-TZVPD) on a structure of composition C3H4Br2Na5O3.

Last column: Mulliken charge in e.
Geometry (Å):
H 15.88516 -7.57470 -20.19369  0.475
H 15.19008 -5.34669 -18.97456  0.323
C 15.40790 -6.29152 -18.47741  -0.323
Na 11.97159 0.37795 -17.96791  0.920
Na 12.62653 -0.55361 -14.95563  0.950
H 15.27344 -8.42868 -18.86342  0.420
C 13.32969 -2.12563 -18.51190  1.011
Na 12.58784 -3.30030 -21.03076  0.908
O 13.67273 -1.54122 -17.42948  -0.863
O 12.57332 -1.47807 -19.30577  -0.857
O 13.59112 -3.37367 -18.70854  -0.971
Na 11.61065 -4.60881 -18.01613  0.949
Br 17.18496 -6.26650 -17.72436  -0.051
Na 14.26681 -3.98359 -16.27101  0.851
C 15.15756 -7.48064 -19.38728  -0.634
H 14.64318 -6.37855 -17.69691  0.113
Br 13.20645 -7.47525 -19.81239  -0.221

Results
total charge = +3
spin multiplicity = 1
frontier orbital gap = 6.39 eV
HOMO level = -17.774 eV


ORCA calculation (ωB97M-V/def2-TZVPD) on a cluster of 2 separate species, C3H4Br2O in total.

Last column: Mulliken charge in e.
Geometry (Å):
C 0.24471 0.83935 -0.08873  0.522
H 1.80003 -0.22601 0.85115  0.270
C -1.98939 -1.33524 0.69141  -0.122
C 1.60491 0.24833 -0.11627  -0.876
Br 0.21631 2.78461 -0.02343  -0.169
O -0.80876 0.27251 -0.08418  -0.369
H -1.48517 -2.11731 0.09518  0.106
H 1.61255 -0.52809 -0.87641  0.280
H 2.37167 0.98797 -0.32196  0.382
Br -3.56686 -0.92612 -0.12675  -0.026

Results
spin multiplicity = 1
frontier orbital gap = 8.12 eV
HOMO level = -8.305 eV


ORCA calculation (ωB97M-V/def2-TZVPD) on an isolated molecule of C3H4Br2S.

Last column: Mulliken charge in e.
Geometry (Å):
H -0.71478 0.67868 -1.42242  0.409
S -1.71879 0.06688 1.03821  -0.229
C -0.17658 -0.53279 0.27665  -0.585
H -1.83952 -1.06370 1.68156  0.121
C 0.67107 -0.74507 -2.13508  -0.210
Br 0.95520 0.06288 -3.82346  -0.081
H -0.29551 -1.51092 0.48407  0.453
Br 1.92809 -2.28014 -1.75237  -0.130
H 0.73169 -0.25088 0.84511  0.373
C -0.11762 -0.08538 -1.10619  -0.120

Results
SMILES = SCC=C(Br)Br
spin multiplicity = 1
frontier orbital gap = 9.28 eV
HOMO level = -9.274 eV


ORCA calculation (ωB97M-V/def2-TZVPD) on a structure of composition C3H4Br3Ca2F2O4PRb.

Last column: Mulliken charge in e.
Geometry (Å):
Ca -1.76104 0.45326 2.55970  1.564
C 1.16646 -3.23402 -1.71484  -0.398
H 1.03862 -3.81698 -0.81659  0.416
F 2.63484 0.52978 0.82166  -0.095
O 1.35070 2.60165 1.09593  -0.768
O -1.65301 1.94061 -0.01205  -0.655
C -1.92630 0.36801 -1.79784  -0.667
Br 2.71024 -3.94539 -2.60465  0.039
H -1.41456 -0.58154 -1.93100  0.003
O -2.25244 -0.17172 0.48586  -0.840
Br 1.45177 -1.37246 -1.27129  -0.025
F 2.36488 1.34653 2.98737  -0.183
C -1.94204 0.70957 -0.35805  0.975
Rb 1.53909 1.80341 5.49391  1.016
Ca -0.56568 3.73071 0.88820  1.773
H -1.34928 1.09969 -2.36061  0.343
Br -0.40871 -3.41414 -2.79004  0.001
O 0.38080 0.38591 1.84318  -0.551
P 1.59392 1.22696 1.62903  0.713
H -2.95825 0.34017 -2.14786  0.338

Results
total charge = +3
spin multiplicity = 1
frontier orbital gap = 3.55 eV
HOMO level = -15.970 eV


ORCA calculation (ωB97M-V/def2-TZVPD) on a structure of composition C3H4Br3Cl.

Last column: Mulliken charge in e.
Geometry (Å):
Br -0.85455 1.81806 3.56509  -0.023
Cl 1.06176 -1.63519 -0.91737  -0.201
H -0.91608 -1.53235 1.51249  0.373
H -0.09123 0.20273 -0.78779  0.150
H 0.55115 -0.26614 1.45715  0.402
C -0.38627 -0.74117 -0.44142  -0.116
C -0.34691 -0.72420 1.01960  -0.874
H -1.34980 -1.00840 -0.74796  0.386
C -1.65469 1.32455 1.88015  -0.152
Br -3.32527 0.50468 2.01242  0.017
Br -1.32393 2.54952 0.60420  0.038

Results
spin multiplicity = 1
frontier orbital gap (alpha / beta) = 8.15 / 7.66 eV
HOMO level (alpha / beta) = -8.494 / -8.535 eV


ORCA calculation (ωB97M-V/def2-TZVPD) on a cluster of 2 separate species, C3H4BrF in total.

Last column: Mulliken charge in e.
Geometry (Å):
F -0.28284 -2.11676 -0.08486  -0.227
C 1.30357 0.81980 -0.67678  -0.661
C -1.42950 -0.21951 0.76298  -0.535
H -2.33909 -0.72644 1.12125  0.281
Br 2.77142 0.03353 0.12189  -0.036
H -1.33917 0.80878 0.79953  0.257
C -0.57522 -0.75976 0.00579  0.119
H 0.83509 0.28846 -1.52995  0.400
H 1.05575 1.87189 -0.51984  0.403

Results
spin multiplicity = 1
frontier orbital gap (alpha / beta) = 8.98 / 8.20 eV
HOMO level (alpha / beta) = -9.253 / -8.645 eV


ORCA calculation (ωB97M-V/def2-TZVPD) on a cluster of 2 separate species, C3H4BrF in total.

Last column: Mulliken charge in e.
Geometry (Å):
C 0.23570 0.53686 -1.16977  -0.541
Br 1.90192 0.56918 1.51103  -0.074
H 0.49999 1.32861 -1.83485  0.235
H 0.36668 -0.40323 -1.67143  0.247
H -1.57501 1.31867 0.14009  0.422
C -0.70106 0.88362 -0.05897  -0.207
H -0.68991 -2.82184 1.75043  0.379
C 0.56229 0.81080 0.30556  -0.085
F -0.60059 -2.22266 1.02791  -0.376

Results
SMILES = BrC1=CC1.F
spin multiplicity = 1
frontier orbital gap = 9.58 eV
HOMO level = -8.915 eV


ORCA calculation (ωB97M-V/def2-TZVPD) on an isolated molecule of C3H4BrF.

Last column: Mulliken charge in e.
Geometry (Å):
F -1.51405 1.24165 0.40188  -0.361
C -0.47846 -1.03470 0.35026  -0.671
H 0.93765 1.16948 -1.60356  0.275
C -0.30678 0.21035 0.11029  0.501
H -1.28790 -1.35684 0.95529  0.306
C 0.81452 0.97472 -0.44410  -0.427
H 0.36048 -1.78856 0.21839  0.228
Br 2.39364 0.00041 0.05591  -0.132
H 0.96278 1.85867 0.09706  0.281

Results
SMILES = C=C(F)CBr
spin multiplicity = 1
frontier orbital gap = 11.07 eV
HOMO level = -10.421 eV